# 1
Entry from the OMol25 dataset: a gas-phase ion, C7H13ClN4O3P (charge +1) (ωB97M-V with the def2-TZVPD basis set).

Computed properties:
* SMILES string: C[C@@H](O)Cn1c[n+](CC(=O)Cl)nc1P(N)O
* HOMO energy: -0.476 Ha
* F_max: 0.7 eV Å⁻¹
* total energy: -41377.9444 eV
* LUMO: -3.6 eV
* gap between HOMO and LUMO: 9.3 eV
* total charge: +1

XYZ file:
```
29
Properties=species:S:1:pos:R:3:forces:R:3
Cl 0.0407 3.8405 1.0733 0.02 0.00 0.10
P -2.1331 -1.7944 1.0657 -0.21 -0.14 -0.06
O 2.7449 -2.7264 -0.2787 -0.04 0.05 0.02
O -1.8142 -1.1947 2.5509 0.04 0.19 -0.12
O 1.1002 3.9724 -1.2901 -0.24 -0.08 0.12
N -1.7590 0.8051 -0.0911 -0.19 0.24 0.02
N -0.1195 -0.5270 -0.6678 -0.06 -0.23 0.13
N -3.7349 -1.2797 1.0173 0.45 0.46 -0.29
N -0.8755 1.4469 -0.8839 0.03 0.09 -0.14
C -1.0254 2.8539 -1.2380 -0.06 0.13 0.26
C 0.7461 -1.7115 -0.7654 -0.01 -0.02 -0.12
C 2.2549 -0.7661 1.0798 -0.04 -0.01 0.10
C 0.1123 0.6493 -1.2333 0.22 0.00 -0.17
C 0.1650 3.6195 -0.6545 0.19 0.04 -0.31
C 2.1698 -1.4369 -0.2818 0.18 0.07 -0.05
C -1.2976 -0.4061 0.0451 0.22 -0.07 0.17
H -1.9501 3.1929 -0.7759 -0.02 -0.04 -0.14
H 0.7522 -2.0338 -1.8070 0.05 -0.08 0.09
H -4.0899 -1.2478 0.0650 -0.26 -0.39 0.14
H -0.8825 -1.0185 2.7231 -0.01 -0.18 0.15
H 2.6874 -0.8097 -1.0238 -0.11 0.04 0.02
H -1.0486 2.9667 -2.3200 0.02 0.03 0.04
H 0.9540 0.9101 -1.8581 -0.06 0.02 0.01
H -3.8417 -0.3448 1.4068 -0.09 -0.07 0.13
H 1.6914 0.1695 1.1389 0.00 -0.03 -0.08
H 3.2935 -0.5082 1.2948 -0.05 -0.09 0.06
H 0.3033 -2.5052 -0.1651 -0.03 0.07 0.01
H 1.8959 -1.4446 1.8582 0.03 0.01 -0.03
H 3.6604 -2.6716 0.0157 0.02 -0.03 -0.03
```
Positions in Å, forces in eV/Å.



# 2
Entry from the OMol25 dataset: 8 unconnected molecules or ions with the total composition C44H46F6O4S2 (ωB97M-V with the def2-TZVPD basis set).

Computed properties:
* SMILES string: O=S1(=O)CCCC1.O=S1(=O)CCCC1.Fc1ccccc1.Fc1ccccc1.Fc1ccccc1.Fc1ccccc1.Fc1ccccc1.Fc1ccccc1
* HOMO energy: -0.325 Ha
* F_max: 12.3 eV Å⁻¹
* total energy: -92525.2099 eV
* energy above the lowest of the compared OMol25 structures with the same formula, charge and spin: 190.6 kJ/mol
* LUMO: 0.4 eV
* gap between HOMO and LUMO: 9.2 eV

XYZ file:
```
102
Properties=species:S:1:pos:R:3:forces:R:3
S -2.6832 5.7652 2.3183 3.64 -2.38 -1.22
S 1.2878 -5.5858 1.9273 -1.58 -0.12 -2.05
F 0.9608 -3.5598 -0.9247 -0.74 -0.92 -1.78
F -4.8532 0.3902 -2.0297 -0.31 -0.84 0.95
F 4.4228 6.5632 4.7063 -2.13 -1.96 -0.07
F 0.4938 -1.2868 -7.3557 0.79 -0.19 -0.28
F 0.8578 2.1992 1.2343 -0.61 -0.97 0.54
F 3.9988 7.0582 -1.7627 -0.99 -0.71 -0.02
O -0.0002 -5.1658 1.4723 -0.89 0.25 -0.16
O -1.6452 6.2552 3.1623 0.59 0.33 1.43
O 2.1478 -4.6318 2.5153 1.30 1.21 0.94
O -4.0292 5.7472 2.7143 -2.46 0.42 0.76
C -2.0142 5.6422 -0.3067 -4.48 -3.73 1.60
C 0.7648 0.1262 2.4653 -0.68 -0.86 -1.24
C -0.7432 -0.6818 -5.5537 1.38 -0.26 -0.20
C 3.0488 -7.3368 1.5543 -2.18 4.25 3.46
C 3.9338 3.5372 -0.5417 2.51 2.36 -0.02
C -0.4642 -1.7058 1.3833 2.66 3.76 -0.46
C 1.1768 4.0142 4.1273 0.55 -2.60 -2.14
C -1.2742 -4.0828 -1.5407 -1.33 2.10 1.77
C -3.8542 -1.7738 0.7903 -3.03 -0.36 -2.50
C -1.8262 -4.7738 -3.7657 1.20 0.68 0.60
C 1.5118 -0.9388 -3.8897 -8.22 0.48 -6.87
C 2.4408 5.1982 -2.2917 4.75 -0.20 3.13
C -4.8712 -0.7008 -1.1747 1.23 1.40 1.10
C -4.0572 -0.6108 0.0183 0.13 0.89 0.10
C 2.1888 -6.4138 0.6433 2.90 1.46 1.86
C 3.5338 5.7912 -1.5857 1.53 -3.39 1.06
C -2.2452 -4.3618 -2.5117 -2.06 -0.68 0.61
C 1.1498 -6.9448 3.0083 -2.85 -2.10 -5.31
C -2.2552 4.1222 1.6723 -4.85 3.21 -4.05
C -0.4492 -4.6468 -4.1087 -2.23 -0.71 0.40
C 2.1658 3.8952 -2.2197 0.48 -1.99 3.85
C 3.4828 4.5062 3.7393 4.12 2.49 0.70
C 1.6108 -1.2168 -5.2537 -3.08 1.48 2.18
C -1.4422 4.4082 0.4503 1.71 -1.89 -3.84
C -0.4852 0.5082 0.2933 4.85 -8.24 7.70
C -0.8192 -0.4478 -4.1997 -3.03 0.66 -0.11
C 2.0218 6.0282 5.0693 4.77 -1.74 -1.46
C 4.3228 4.9162 -0.7597 -4.85 -1.14 -2.68
C 0.4938 -1.0568 -6.0237 -0.69 -0.21 -0.59
C 0.3678 0.8952 1.3553 0.13 1.25 -0.12
C -5.4302 -3.0378 -0.8147 2.43 3.06 2.34
C 0.2648 -0.5828 -3.4017 1.89 -1.52 3.47
C -4.4992 -2.9698 0.3783 -0.04 -3.31 -2.02
C 2.8648 3.1282 -1.2147 -3.18 -3.01 -2.32
C 1.0168 5.1642 4.8233 4.53 -2.02 -2.24
C 3.3218 5.6362 4.5723 -0.18 2.29 -0.58
C -5.6562 -1.7838 -1.5167 3.53 -2.51 4.37
C 0.4058 -1.2368 2.4233 -1.26 1.42 -2.30
C -0.7902 -0.8708 0.2513 -1.56 -0.58 2.65
C 2.4558 3.7052 3.5833 -3.69 -2.89 0.80
C 2.0788 -7.9628 2.5383 0.97 -5.05 0.94
C 0.4898 -4.3228 -3.1947 -0.71 0.82 2.93
C -2.4322 6.5202 0.7393 2.91 2.13 3.19
C 0.0778 -4.0368 -1.9167 -1.93 0.68 2.62
H 1.5048 -4.1558 -3.1797 2.41 0.03 -1.65
H -2.6152 -5.1778 -4.3527 0.01 -0.01 -1.24
H 5.0438 5.3172 -0.2227 3.67 1.81 2.22
H -1.4692 3.5332 -0.3617 -0.01 1.42 2.00
H 0.1628 5.3992 5.1233 -7.40 1.95 2.61
H 0.9638 -1.8088 3.1143 -0.34 -1.24 0.76
H 1.9178 5.7482 -2.8627 -3.78 4.21 -4.18
H 2.4418 2.0792 -1.0737 0.87 1.34 -0.12
H 1.8788 6.8732 5.6403 -0.07 1.81 1.01
H -3.4652 -4.3358 -2.3187 3.61 -0.04 -0.12
H -3.5372 0.3782 0.4433 -1.41 -2.18 -1.61
H 4.4408 4.1772 3.2273 -0.96 0.99 1.12
H 2.2558 -0.9878 -3.3587 7.72 -0.67 5.76
H -3.4362 -1.7238 1.7443 1.21 0.01 1.10
H -2.9862 5.4912 -0.9187 2.10 -0.53 0.37
H -0.8662 1.0912 -0.2917 -3.65 6.76 -6.71
H -3.2422 3.6522 1.4543 0.98 -0.12 0.37
H 2.5108 -1.3398 -5.6217 4.26 -1.08 -2.21
H -1.2932 6.1062 -0.7557 3.96 2.31 -3.60
H 2.6738 2.6852 3.2533 -0.49 0.48 -0.67
H -1.6092 -1.3258 -0.3697 1.38 0.89 -0.01
H 1.2258 3.4782 -2.5107 -0.22 -0.09 -0.92
H 3.6008 -7.9178 1.0323 3.31 -4.54 -3.55
H -0.2812 4.4652 0.6733 -2.44 0.38 -0.25
H -1.7892 7.3792 0.9843 -0.15 -0.26 -0.31
H -1.6972 -3.6348 -0.5277 1.47 -1.29 -2.03
H 1.3298 0.3892 3.3623 0.11 0.77 -0.82
H 2.5818 -8.4708 3.4953 -0.67 1.04 -2.23
H -1.8042 -0.1478 -3.7887 0.72 -0.36 -0.05
H 0.3498 3.2862 3.8443 0.94 1.21 0.84
H 0.1538 -7.3578 3.0013 -0.52 0.40 -0.03
H -0.6652 -2.6958 1.3113 -0.71 -2.94 0.00
H -1.5882 3.6922 2.1853 4.01 -3.95 5.18
H -3.3622 6.7952 0.8023 -5.41 2.63 -1.62
H 1.4498 -8.8618 2.0763 1.48 1.87 0.59
H 0.2638 -0.7568 -2.2707 -0.79 1.23 -1.49
H -1.4482 -0.6648 -6.3627 -0.96 0.38 0.45
H 3.8328 -6.7798 2.1753 -1.29 -0.03 -0.94
H 1.3428 -6.5898 3.8593 1.62 2.72 6.98
H 1.6908 -6.8158 -0.1687 -1.71 -1.48 -0.96
H 4.6108 2.8342 -0.0107 -0.83 0.79 0.03
H -0.1072 -4.7998 -5.0667 0.36 -0.61 -2.20
H -4.0692 -4.0618 0.8103 -1.65 3.22 -0.84
H -5.9182 -3.9358 -1.1927 0.22 0.14 0.50
H 2.8128 -5.6648 0.1413 0.00 0.21 0.49
H -6.3312 -1.8308 -2.2387 -2.57 0.44 -3.42
```
Positions in Å, forces in eV/Å.



# 3
Entry from the OMol25 dataset: a gas-phase ion, C3H7N2O2 (charge +1) (ωB97M-V with the def2-TZVPD basis set).

Computed properties:
* SMILES string: O[C@@H]1C[NH+]=CN1O
* HOMO energy: -0.535 Ha
* F_max: 3.4 eV Å⁻¹
* total energy: -10290.4833 eV
* energy above the lowest of the compared OMol25 structures with the same formula, charge and spin: 224.6 kJ/mol
* LUMO: -3.9 eV
* gap between HOMO and LUMO: 10.6 eV
* total charge: +1

XYZ file:
```
14
Properties=species:S:1:pos:R:3:forces:R:3
O 1.1425 0.0895 -1.4671 -1.14 0.78 -0.88
O -0.2340 2.1799 -0.5703 -2.12 0.64 2.43
N -1.1547 -0.7942 0.9023 0.96 2.86 -0.14
N -0.2636 0.9740 0.0689 0.53 1.08 -1.10
C 0.1787 -1.2260 0.5229 0.54 -0.20 -2.58
C -1.3395 0.5054 0.5904 2.47 -2.26 -0.43
C 0.8031 0.0549 -0.1300 1.99 -1.24 1.17
H 1.6957 -0.5460 -1.9288 0.18 -0.40 0.78
H 0.1778 -2.0049 -0.2805 -0.36 0.38 0.77
H 1.6906 0.3711 0.4570 -0.47 -0.03 -0.13
H -2.0824 1.2149 0.6332 -2.56 0.66 0.59
H 0.4488 2.0815 -1.1801 2.11 -0.15 -2.23
H 0.8457 -1.5506 1.2895 -0.16 -0.24 0.99
H -1.9087 -1.3497 1.0926 -1.98 -1.87 0.76
```
Positions in Å, forces in eV/Å.



# 4
Entry from the OMol25 dataset: a molecular structure, C40H32MoN2O2 (ωB97M-V with the def2-TZVPD basis set).

Computed properties:
* HOMO energy: -0.510 Ha
* F_max: 1.5 eV Å⁻¹
* total energy: -50916.7630 eV
* LUMO: -6.8 eV
* gap between HOMO and LUMO: 7.1 eV
* total charge: +2

XYZ file:
```
77
Properties=species:S:1:pos:R:3:forces:R:3
Mo 0.6636 -0.5558 0.2692 -0.76 1.22 0.43
O -0.9336 -1.2968 0.0084 -0.03 -0.79 -0.23
O 2.1262 0.4664 0.0898 0.57 -0.32 -0.33
N -0.4297 1.3481 -0.1537 -0.18 -0.06 -0.88
N 0.6108 -0.3904 2.2956 -0.16 0.04 0.28
C -4.5481 -4.0574 1.0851 0.00 0.00 -0.03
C 2.0970 0.8318 -2.2746 0.15 -0.06 0.12
C 1.6727 2.6359 -0.5727 -0.06 -0.17 0.20
C -3.5902 -1.2196 -4.2458 0.00 0.01 0.02
C -0.0492 0.7773 6.8952 0.01 -0.01 -0.03
C 2.3328 1.5479 -3.4422 0.04 0.04 -0.06
C -0.0503 0.7420 5.5147 -0.03 0.08 0.06
C -4.0438 -0.6996 -1.9416 0.00 0.03 -0.01
C 0.2080 2.3765 -0.7982 -0.03 -0.10 0.37
C 1.5681 -0.3182 -4.7684 -0.01 0.03 -0.01
C 6.2139 0.6681 -1.1455 0.02 0.04 0.01
C -2.3906 -1.1473 -0.1160 0.13 0.01 0.17
C 4.8384 0.5263 -1.1546 -0.01 -0.02 -0.02
C -4.4409 -0.7164 -3.2683 0.00 -0.02 -0.02
C -1.9577 -1.7129 -2.5489 -0.06 -0.08 -0.02
C 1.5510 -0.4381 -2.3844 0.01 0.15 -0.07
C 0.6304 -0.2031 7.6111 0.00 -0.01 0.03
C 0.6230 -0.3456 3.4465 0.06 0.05 0.40
C -1.8413 3.1563 -1.7584 -0.08 0.15 -0.13
C 4.5884 2.8518 -0.6010 0.05 -0.03 0.02
C -2.7918 -1.1906 -1.5730 -0.01 0.10 -0.04
C -3.9912 -3.0889 0.2573 0.01 -0.02 0.01
C -3.1637 -3.3187 2.8999 -0.03 -0.02 -0.03
C 6.7831 1.9083 -0.8747 0.00 -0.04 -0.02
C 0.6366 -0.2906 4.8686 -0.04 -0.03 -0.36
C -0.4744 3.2612 -1.6073 -0.01 0.08 0.05
C 2.0542 0.9832 -4.6764 -0.01 -0.02 0.01
C -2.3521 -1.7220 -3.8820 -0.01 0.01 0.03
C 2.5159 1.4256 -0.9263 0.09 -0.29 -0.34
C -1.7881 1.2852 -0.2726 0.19 0.03 0.26
C 1.3224 -1.2785 5.5819 0.05 -0.07 0.05
C 4.0159 1.6190 -0.8876 0.00 0.17 0.23
C -4.1379 -4.1763 2.4014 0.02 0.01 0.02
C -3.0265 -2.2201 0.7513 0.16 -0.13 0.04
C -2.4999 2.1737 -1.0576 -0.07 0.01 0.10
C 1.3145 -1.0389 -3.6159 -0.14 0.16 -0.05
C 1.3157 -1.2251 6.9618 -0.01 0.02 -0.02
C -2.5526 0.2481 0.4984 0.05 0.00 0.03
C -2.6148 -2.3501 2.0796 -0.05 0.06 0.01
C 5.9717 2.9953 -0.5992 -0.05 0.00 0.01
H 1.8493 -2.0652 5.0586 -0.01 0.00 0.01
H 1.4480 -1.1052 -1.5167 0.22 -0.29 -0.17
H 3.9779 3.7149 -0.3709 0.00 0.00 -0.01
H 2.2471 1.5496 -5.5778 0.01 -0.01 0.01
H 1.8348 2.8626 0.4843 0.07 0.08 -0.03
H -5.3006 -4.7257 0.6888 0.00 0.01 0.00
H 1.9806 3.5037 -1.1485 -0.07 -0.01 -0.10
H 0.0765 4.0483 -2.1027 0.01 -0.01 0.03
H -0.5689 1.4973 4.9394 0.00 -0.01 0.01
H 1.8415 -1.9773 7.5329 0.00 0.01 0.00
H 6.4098 3.9592 -0.3777 0.00 0.00 -0.02
H -3.5753 2.0833 -1.1072 0.02 -0.03 0.01
H 6.8454 -0.1839 -1.3587 0.00 0.01 0.00
H 7.8586 2.0238 -0.8824 -0.01 -0.01 0.01
H -1.0113 -2.1536 -2.2728 0.07 0.03 0.02
H 1.4017 -0.7696 -5.7370 0.00 0.02 0.00
H 4.4040 -0.4411 -1.3795 -0.01 0.01 -0.03
H -3.9011 -1.2318 -5.2818 0.00 0.00 0.01
H -4.5704 -4.9358 3.0388 0.00 0.01 0.00
H 0.6253 -0.1706 8.6928 0.01 0.00 -0.01
H -5.4206 -0.3456 -3.5393 0.01 0.01 0.00
H -2.1752 0.2109 1.5214 -0.09 -0.02 0.03
H 0.9607 -2.0595 -3.6729 -0.03 0.02 0.02
H 2.7763 2.5359 -3.3889 0.00 -0.02 0.00
H -2.8374 -3.4066 3.9278 0.00 0.00 -0.01
H -1.6928 -2.1331 -4.6356 -0.01 -0.01 0.01
H -1.8567 -1.6895 2.4841 0.01 -0.02 0.00
H -2.3851 3.8508 -2.3855 0.01 -0.03 -0.02
H -0.5741 1.5662 7.4153 0.00 -0.01 0.00
H -4.7305 -0.3236 -1.1915 0.01 -0.01 0.00
H -4.3164 -3.0254 -0.7709 0.01 0.01 -0.02
H -3.6069 0.5096 0.5449 0.01 0.07 -0.04
```
Positions in Å, forces in eV/Å.



# 5
Entry from the OMol25 dataset: a molecular structure, C12H31GaN2O3P (ωB97M-V with the def2-TZVPD basis set).

Computed properties:
* HOMO energy: -0.121 Ha
* F_max: 1.1 eV Å⁻¹
* total energy: -83734.9523 eV
* LUMO: 2.6 eV
* gap between HOMO and LUMO: 5.9 eV
* total charge: -1

XYZ file:
```
50
Properties=species:S:1:pos:R:3:forces:R:3
Ga 2.8317 0.8353 -2.2188 0.40 -0.20 -0.32
P 4.1572 0.4151 -0.2749 -0.62 -0.03 0.53
O -1.2069 0.4523 3.7657 0.04 0.06 0.03
O 0.2543 -1.2251 -2.5818 -0.11 0.33 0.53
O -4.9524 -0.4957 -0.2263 -0.28 -0.10 -0.13
N -4.9399 -2.2063 1.2371 -0.10 0.02 0.04
N -0.7654 1.5901 1.8808 -0.11 0.07 -0.04
C 5.1590 1.9570 -0.0625 -0.24 -0.24 -0.10
C 2.5749 -0.9970 -3.1256 -0.43 0.78 0.72
C -0.6356 1.3841 3.2082 -0.02 -0.01 -0.03
C 5.4555 -0.7762 -0.8121 0.00 0.23 -0.11
C -4.6174 -2.8712 2.4839 -0.08 -0.01 -0.17
C -4.6526 -0.9242 0.8731 0.31 0.10 0.05
C 0.2401 2.3523 3.9729 -0.03 -0.07 0.05
C 1.1876 -1.2249 -3.6407 -0.23 -0.26 -0.30
C -2.0029 -1.0017 -1.8439 0.43 -0.05 0.00
C -3.8994 -0.0744 1.8649 -0.01 -0.10 0.00
C -1.0850 -1.3665 -2.9870 0.37 -0.19 -0.02
C -0.1767 2.6317 1.0556 0.03 -0.18 -0.01
H -5.5228 -3.2104 2.9922 0.01 0.03 0.03
H -4.4602 0.0696 2.7886 0.04 -0.03 0.04
H 5.8633 -1.2826 0.0457 0.25 -0.27 0.42
H 0.4578 2.1934 0.2867 0.07 0.01 -0.07
H -1.2557 -2.3988 -3.2915 -0.07 -0.33 -0.22
H 6.2750 -0.3138 -1.3461 0.22 0.21 -0.31
H 1.4441 1.5079 -1.7954 -0.05 0.10 0.05
H 1.1039 -2.1945 -4.1410 -0.06 -0.32 -0.31
H -0.1394 3.3713 3.8917 0.03 0.02 -0.02
H 5.0068 -1.5172 -1.4510 -0.17 -0.39 -0.33
H -2.3550 0.0113 -1.9289 -0.28 0.37 0.03
H -3.9779 -3.7382 2.3089 0.04 0.02 0.02
H 0.4272 3.2934 1.6671 0.02 0.03 0.00
H 0.2397 2.0530 5.0160 -0.01 -0.03 0.02
H 2.7337 -1.7536 -2.3728 0.38 -0.48 0.28
H 3.7219 1.7995 -3.1797 -0.07 0.05 0.00
H 1.2615 2.3304 3.5930 0.01 0.03 -0.02
H 0.9083 -0.4643 -4.3690 -0.15 0.29 -0.26
H -5.4243 -2.7291 0.5252 0.02 -0.01 -0.01
H -2.8320 -1.6817 -1.7395 -0.44 -0.11 -0.08
H -1.2743 -0.7304 -3.8451 -0.09 0.19 -0.41
H 6.1235 1.7460 0.3736 0.38 -0.13 0.22
H 3.2843 -1.1234 -3.9281 0.34 -0.09 -0.30
H -1.4074 -1.0689 -0.9497 0.21 -0.04 0.56
H -4.0898 -2.1898 3.1416 0.03 0.01 0.04
H -2.9440 -0.5334 2.1208 -0.02 0.04 0.14
H -0.9557 3.2206 0.5677 0.00 0.02 0.04
H 5.2956 2.4860 -0.9909 0.17 0.25 -0.49
H -3.7199 0.8932 1.4082 -0.04 0.03 -0.04
H -1.3367 0.9019 1.4164 0.09 -0.02 -0.05
H 4.6226 2.5978 0.6164 -0.19 0.41 0.31
```
Positions in Å, forces in eV/Å.



Q: Which of these has the highest LUMO?
A: C12H31GaN2O3P



Q: Among the records above, which one has the highest total energy?
A: C3H7N2O2



Q: What is the total energy in the first record?
A: -41377.9444 eV



Q: Which of these has the lowest F_max?
A: C7H13ClN4O3P